# 1
Here is 2 unconnected molecules or ions with the total composition C7H17BN in a non-equilibrium geometry from the OMol25 dataset. Energies are from wB97M-V/def2-TZVPD.

CARTESIAN COORDINATES (ANGSTROEM)
N -0.22355 -0.50283 1.11487
C -0.66604 -2.79782 0.47109
C -0.10445 -1.96333 1.56352
C -0.14404 -0.69587 -0.38225
C -1.33021 0.30492 1.65710
C 2.26913 3.58003 -0.53283
C -0.53076 -1.93642 -0.71692
C -0.59373 -2.29591 -2.16167
B 0.86557 3.00278 -0.20575
H 2.40508 4.50284 -0.01511
H -0.25799 -3.75170 0.32095
H -1.71504 -2.98741 0.34026
H 2.98270 3.07506 0.03464
H -1.46844 0.22116 2.76071
H -0.01944 -1.59019 -2.74951
H -1.11032 1.34754 1.36176
H -0.00306 0.08592 -1.08341
H 0.70463 -0.13082 1.33240
H 0.89635 -2.21214 1.70847
H -0.36074 -3.33678 -2.16208
H -2.22975 0.00196 1.08389
H 2.47657 3.78241 -1.52642
H -1.58160 -2.19280 -2.58253
H 0.65031 2.76716 1.02891
H -0.65309 -2.17767 2.55685
H 0.16204 2.33329 -1.05179

Atomic forces in eV per Å
N 2.4 -1.5 -0.6
C -1.4 0.6 -2.0
C -3.3 -0.3 2.5
C -1.8 -1.4 0.6
C -0.8 0.8 -0.6
C 3.2 2.0 0.2
C 2.1 2.5 -0.7
C -0.7 0.1 0.8
B -5.5 -2.3 2.6
H -1.3 1.4 0.5
H 1.1 -1.3 0.1
H -1.2 -0.2 1.5
H 1.3 -2.2 0.3
H 0.4 -0.1 -1.0
H 0.6 -0.5 -0.1
H -0.2 -0.4 0.4
H 0.2 1.0 0.1
H -0.5 0.7 0.5
H 1.8 0.0 0.1
H 0.7 -0.7 -1.0
H 0.4 0.1 0.7
H 0.1 -0.4 -2.2
H -0.7 -0.1 0.2
H 0.8 0.6 -1.0
H 0.9 0.9 -1.4
H 1.4 0.9 -0.4

Calculated values
Total energy   -355.9677 Ha
Total charge   +1
2S+1   3
Highest occupied orbital energy (spin up / spin down)   -9.4 / -13.8 eV
Orbital gap (spin up / spin down)   0.2487 / 0.2025 hartree
Max |F|   6.49 eV/A

Atom-resolved charges from Mulliken, all expressed in e: atom 1 (N): 0.182, atom 2 (C): -0.832, atom 3 (C): -0.567, atom 4 (C): -0.851, atom 5 (C): -0.704, atom 6 (C): -0.700, atom 7 (C): 0.909, atom 8 (C): -1.334, atom 9 (B): -0.206, atom 10 (H): 0.340, atom 11 (H): 0.541, atom 12 (H): 0.343, atom 13 (H): 0.338, atom 14 (H): 0.334, atom 15 (H): 0.397, atom 16 (H): 0.245, atom 17 (H): 0.175, atom 18 (H): 0.393, atom 19 (H): 0.407, atom 20 (H): 0.369, atom 21 (H): 0.325, atom 22 (H): 0.341, atom 23 (H): 0.315, atom 24 (H): -0.073, atom 25 (H): 0.299, atom 26 (H): 0.015

# 2
Here is a molecular structure, C36H34BrCoN2O2PTe from the OMol25 dataset. Energies are from wB97M-V/def2-TZVPD.

CARTESIAN COORDINATES (ANGSTROEM)
Te -0.85787 -0.59170 2.01623
Br 2.13101 -0.19436 -2.90574
Co 0.69567 0.31656 0.22642
P -1.05212 1.30285 -0.77747
O 1.95044 0.16460 1.97876
O 2.44696 1.66547 -0.24412
N 3.57673 0.44417 3.50902
N 1.51113 -1.59794 -0.59593
C -3.73279 -1.41713 1.42439
C -3.21565 -2.87595 -0.87909
C -1.03053 1.03928 -2.57223
C -1.45558 4.15999 -0.85442
C 0.36981 5.63565 -0.25836
C 4.78564 -1.66243 2.06357
C -1.32328 -0.24351 -3.03862
C 0.64608 3.28326 -0.10736
C 1.18599 4.55300 0.02742
C -2.42953 -1.49550 0.94213
C -5.15089 1.08193 -0.88528
C 3.72140 -1.80248 4.45655
C 2.92273 -3.88810 -1.30153
C -4.76672 -2.06762 0.76425
C 2.87926 -2.79933 -2.15227
C -0.65197 3.07225 -0.54372
C 3.82276 -2.38810 3.03448
C 4.19327 -0.43143 1.32715
C -1.25391 -0.52656 -4.39267
C 1.56257 -2.66508 0.21851
C -4.51300 -2.78969 -0.39348
C -3.17622 1.84120 0.91027
C -0.86890 0.46205 -5.28967
C -0.56266 1.73343 -4.82901
C 1.33514 2.00086 0.06039
C -3.81232 0.93904 -1.22979
C 3.01136 -0.45218 4.54196
C -2.81937 1.31617 -0.33351
C -2.17638 -2.24337 -0.20630
C -0.64718 2.02676 -3.47294
C 3.14961 0.14064 2.24188
C 2.25067 -3.81982 -0.08928
C 2.16184 -1.68222 -1.75047
C -4.51023 1.98317 1.24797
C -5.50111 1.60135 0.34955
C -0.93824 5.43887 -0.69529
H 3.47181 -4.77722 -1.58444
H 3.20495 -2.51379 5.10518
H 1.94505 -0.54463 4.34342
H -0.26004 2.50509 -5.52526
H 2.25173 -4.64557 0.60875
H -2.47084 4.01608 -1.20287
H -1.49235 -1.52100 -4.74784
H -2.41155 2.14581 1.61336
H -1.60342 -1.02533 -2.34059
H 2.20696 4.68818 0.35923
H 5.67785 -1.36533 2.62149
H 3.12960 0.00251 5.52323
H -3.94473 -0.83732 2.31425
H 1.00627 -2.56026 1.14373
H -1.16361 -2.33527 -0.58110
H 4.16838 -3.41828 3.13277
H -0.80588 0.23948 -6.34698
H 0.75047 6.64205 -0.14512
H -0.40384 3.02401 -3.12886
H 5.13287 -2.36708 1.30718
H -5.32115 -3.29304 -0.90904
H 3.38477 -2.79878 -3.10654
H 4.96686 0.30410 1.09678
H -3.55887 0.54358 -2.20245
H -3.00784 -3.45102 -1.77407
H -4.77771 2.39636 2.21217
H -6.54466 1.71358 0.61526
H 3.71342 -0.70633 0.39194
H 2.82165 -2.45024 2.59379
H -5.77538 -2.00203 1.15316
H 4.73445 -1.70043 4.86230
H -5.91669 0.78644 -1.59084
H 4.58798 0.44068 3.56109
H -1.56010 6.29704 -0.91541

Atomic forces in eV per Å
Te 0.0 0.2 0.0
Br 0.1 0.0 0.0
Co 0.1 -0.4 0.5
P 0.1 0.1 -0.1
O -0.2 0.0 -0.2
O 0.3 0.0 -0.1
N 0.0 -0.1 0.0
N -0.1 0.0 -0.1
C -0.1 0.0 0.0
C 0.0 0.0 0.0
C 0.0 0.0 0.0
C 0.0 0.1 0.0
C 0.1 0.0 0.0
C 0.0 0.0 0.0
C 0.0 0.0 0.0
C 0.0 -0.2 0.0
C 0.0 0.1 0.0
C 0.0 -0.1 0.0
C 0.0 0.0 0.0
C 0.0 0.0 0.0
C 0.0 0.0 0.0
C 0.0 0.0 0.0
C 0.0 0.0 0.0
C -0.1 -0.1 -0.1
C 0.0 0.0 0.0
C 0.0 0.1 0.0
C 0.0 0.0 0.0
C -0.1 0.0 0.0
C 0.0 0.0 0.0
C 0.0 0.1 0.0
C 0.0 0.0 0.0
C 0.0 0.0 0.0
C -0.2 0.5 0.2
C 0.0 0.0 0.0
C 0.0 0.1 0.0
C 0.0 -0.1 0.0
C -0.1 0.0 0.0
C 0.0 0.0 0.0
C 0.1 0.0 0.0
C 0.0 0.0 0.0
C 0.0 0.0 0.0
C 0.0 0.0 0.0
C 0.0 0.0 0.0
C -0.1 0.0 0.0
H 0.0 0.0 0.0
H 0.0 0.0 0.0
H 0.0 0.0 0.0
H 0.0 0.0 0.0
H 0.0 0.0 0.0
H 0.0 0.0 0.0
H 0.0 0.0 0.0
H 0.0 0.0 0.0
H 0.0 0.1 0.0
H 0.0 0.0 0.0
H 0.0 0.0 0.0
H 0.0 0.0 0.0
H 0.0 0.0 0.0
H 0.0 0.0 0.0
H 0.0 0.0 0.0
H 0.0 0.0 0.0
H 0.0 0.0 0.0
H 0.0 0.0 0.0
H 0.0 0.0 0.0
H 0.0 0.0 0.0
H 0.0 0.0 0.0
H 0.0 0.0 0.0
H 0.0 0.0 0.0
H 0.0 0.0 0.0
H 0.0 0.0 0.0
H 0.0 0.0 0.0
H 0.0 0.0 0.0
H 0.0 0.0 0.0
H 0.0 0.0 0.0
H 0.0 0.0 0.0
H 0.0 0.0 0.0
H 0.0 0.0 0.0
H 0.0 0.0 0.0
H 0.0 0.0 0.0

Calculated values
Total energy   -6218.1665 Ha
Total charge   +1
Highest occupied orbital energy (spin up / spin down)   -9.9 / -9.8 eV
Orbital gap (spin up / spin down)   0.2454 / 0.2472 hartree
Max |F|   0.66 eV/A

Atom-resolved charges from Mulliken, all expressed in e: atom 1 (Te): 0.130, atom 2 (Br): -0.009, atom 3 (Co): 0.610, atom 4 (P): 3.108, atom 5 (O): -0.446, atom 6 (O): -0.410, atom 7 (N): -0.087, atom 8 (N): 0.798, atom 9 (C): -0.526, atom 10 (C): -0.429, atom 11 (C): 0.342, atom 12 (C): -0.593, atom 13 (C): -0.661, atom 14 (C): -0.974, atom 15 (C): 0.096, atom 16 (C): -0.031, atom 17 (C): -0.660, atom 18 (C): 0.148, atom 19 (C): -0.766, atom 20 (C): -0.855, atom 21 (C): -0.469, atom 22 (C): -0.647, atom 23 (C): -0.749, atom 24 (C): -0.473, atom 25 (C): 0.051, atom 26 (C): 0.198, atom 27 (C): -0.722, atom 28 (C): -0.244, atom 29 (C): -0.669, atom 30 (C): -0.296, atom 31 (C): -0.780, atom 32 (C): -0.736, atom 33 (C): -0.277, atom 34 (C): -0.537, atom 35 (C): -0.495, atom 36 (C): 0.674, atom 37 (C): -0.004, atom 38 (C): -0.873, atom 39 (C): -0.487, atom 40 (C): -1.055, atom 41 (C): 0.100, atom 42 (C): -0.849, atom 43 (C): -0.498, atom 44 (C): -0.637, atom 45 (H): 0.416, atom 46 (H): 0.403, atom 47 (H): 0.168, atom 48 (H): 0.434, atom 49 (H): 0.514, atom 50 (H): 0.531, atom 51 (H): 0.468, atom 52 (H): 0.454, atom 53 (H): 0.110, atom 54 (H): 0.584, atom 55 (H): 0.421, atom 56 (H): 0.400, atom 57 (H): 0.430, atom 58 (H): 0.299, atom 59 (H): 0.279, atom 60 (H): 0.377, atom 61 (H): 0.406, atom 62 (H): 0.431, atom 63 (H): 0.355, atom 64 (H): 0.514, atom 65 (H): 0.411, atom 66 (H): 0.512, atom 67 (H): 0.554, atom 68 (H): 0.436, atom 69 (H): 0.484, atom 70 (H): 0.461, atom 71 (H): 0.406, atom 72 (H): -0.411, atom 73 (H): -0.198, atom 74 (H): 0.430, atom 75 (H): 0.308, atom 76 (H): 0.433, atom 77 (H): 0.399, atom 78 (H): 0.472

# 3
Here is a molecular structure, C6H12IO12S3Ti in a non-equilibrium geometry from the OMol25 dataset. Energies are from wB97M-V/def2-TZVPD.

CARTESIAN COORDINATES (ANGSTROEM)
I 1.79255 6.09775 -2.50242
Ti 2.32735 2.11210 0.09970
S 0.26544 1.16378 6.61792
S 2.93229 -2.45089 -4.10958
S -4.31141 0.31089 -0.28345
O 0.83204 1.70172 5.35160
O -4.62843 -0.38035 1.01787
O -5.03030 -0.48859 -1.52682
O 1.48925 -2.21519 -4.39325
O 1.30671 1.20309 7.83361
O 0.28622 -0.46324 6.46923
O -1.05042 1.65033 7.06426
O -2.95361 0.49164 -0.70162
O 3.83868 -2.87759 -5.46693
O 3.34424 -3.09664 -2.86378
O -5.18886 1.70262 -0.65126
O 3.75637 -1.05268 -4.23958
C -5.33529 0.36736 -2.63326
C 3.63569 -1.87618 -6.40770
C 1.39253 -1.06712 7.19416
C -5.69878 1.68087 -2.00076
C 2.21056 0.13703 7.70613
C 3.84006 -0.61791 -5.60485
H 2.73471 -1.90904 -7.02029
H 2.55244 -0.11606 8.70971
H 4.48472 -1.98551 -7.08245
H -6.13304 -0.01556 -3.26972
H 2.99951 0.44316 7.01917
H -5.39049 2.58694 -2.52237
H 1.98279 -1.77685 6.61451
H 4.81351 -0.13664 -5.69895
H -4.46228 0.39801 -3.28519
H -6.76305 1.72775 -1.77006
H 3.19808 0.25185 -5.74437
H 0.93011 -1.50081 8.08084

Atomic forces in eV per Å
I 0.1 -0.6 0.4
Ti -0.1 0.6 -0.4
S -1.6 1.0 -2.5
S -0.3 1.7 0.1
S -1.7 -1.4 0.0
O -1.1 -1.2 3.4
O 0.6 2.9 -4.4
O -0.3 -0.7 1.0
O 3.8 -1.0 0.3
O -1.1 0.8 -0.3
O 0.2 0.5 -0.1
O 3.3 -1.3 -0.8
O -0.5 0.3 0.9
O -2.3 -2.9 1.6
O -0.7 0.9 -3.1
O 1.8 -1.3 1.6
O -1.2 0.4 1.6
C 1.0 -0.2 -0.2
C 1.2 0.7 -1.6
C -0.7 1.3 0.8
C -1.0 0.6 1.1
C 0.7 -1.0 -0.2
C 0.2 1.7 1.0
H -0.3 -0.3 0.5
H 0.4 0.3 -0.2
H -0.1 -0.1 -0.2
H -0.2 -0.4 0.6
H 0.2 -0.2 0.2
H 0.2 -0.2 0.0
H -0.4 0.2 -0.2
H 0.4 -0.7 0.0
H 0.2 0.3 0.2
H -0.2 0.1 -0.7
H -0.8 -0.5 -0.2
H 0.1 -0.5 -0.2

Calculated values
Total energy   -3480.0808 Ha
Total charge   0
2S+1   4
Highest occupied orbital energy (spin up / spin down)   -7.9 / -6.6 eV
Orbital gap (spin up / spin down)   0.2385 / 0.1341 hartree
Max |F|   5.30 eV/A

Atom-resolved charges from Mulliken, all expressed in e: atom 1 (I): -0.549, atom 2 (Ti): 0.560, atom 3 (S): 1.092, atom 4 (S): 1.078, atom 5 (S): 1.086, atom 6 (O): -0.537, atom 7 (O): -0.508, atom 8 (O): -0.341, atom 9 (O): -0.510, atom 10 (O): -0.279, atom 11 (O): -0.300, atom 12 (O): -0.522, atom 13 (O): -0.495, atom 14 (O): -0.336, atom 15 (O): -0.511, atom 16 (O): -0.329, atom 17 (O): -0.330, atom 18 (C): -0.249, atom 19 (C): -0.210, atom 20 (C): -0.273, atom 21 (C): -0.243, atom 22 (C): -0.343, atom 23 (C): -0.264, atom 24 (H): 0.265, atom 25 (H): 0.292, atom 26 (H): 0.288, atom 27 (H): 0.290, atom 28 (H): 0.302, atom 29 (H): 0.276, atom 30 (H): 0.284, atom 31 (H): 0.246, atom 32 (H): 0.267, atom 33 (H): 0.244, atom 34 (H): 0.277, atom 35 (H): 0.282

The highest total energy belongs to which entry? C7H17BN